Entry 1:
This record from OMol25 describes a molecular structure, C41H30F10N10O4RbS. The level of theory is the ωB97M-V functional and the def2-TZVPD basis.

```
97
Properties=species:S:1:pos:R:3:lowdin_charge:R:1
Rb 0.571 1.103 0.742 0.86
C -1.578 4.199 2.815 -0.07
N -1.162 3.451 1.650 -0.25
C -0.492 4.294 0.671 -0.23
C 0.870 4.809 1.163 -0.27
N 1.667 3.704 1.644 -0.03
C 2.039 3.641 2.915 -0.23
C 2.545 2.399 3.423 -0.16
F 2.656 1.361 2.547 -0.04
C 2.913 2.157 4.720 -0.17
F 3.340 0.930 5.076 0.09
C 2.857 3.159 5.674 -0.18
F 3.204 2.928 6.960 0.07
C 2.424 4.397 5.250 -0.17
F 2.385 5.411 6.138 0.09
C 2.052 4.636 3.941 -0.15
F 1.727 5.928 3.652 0.04
C -2.259 2.723 1.034 -0.26
C -2.888 1.637 1.902 -0.25
N -1.921 0.611 2.239 -0.02
C -2.186 -0.677 2.152 -0.24
C -3.247 -1.387 1.506 -0.13
F -4.154 -0.709 0.735 0.03
C -3.406 -2.758 1.537 -0.18
F -4.430 -3.318 0.862 0.09
C -2.530 -3.569 2.224 -0.18
F -2.699 -4.913 2.281 0.07
C -1.462 -2.949 2.859 -0.17
F -0.601 -3.717 3.559 0.09
C -1.264 -1.595 2.771 -0.17
F -0.148 -1.080 3.332 0.07
H -0.737 4.764 3.217 0.08
H -1.919 3.526 3.599 0.08
H -2.393 4.910 2.578 0.09
H -1.132 5.150 0.378 0.13
H -0.344 3.692 -0.234 0.07
H 0.704 5.617 1.875 0.09
H 1.350 5.289 0.295 0.09
H -1.860 2.234 0.142 0.06
H -3.053 3.417 0.686 0.12
H -3.782 1.288 1.378 0.09
H -3.258 2.094 2.830 0.10
O -1.415 -7.163 -0.340 0.07
N -1.860 -6.094 -0.701 -0.33
O -2.942 -5.952 -1.238 0.07
C -1.042 -4.878 -0.440 -0.07
C -0.087 -5.022 0.492 0.06
C 0.753 -3.925 0.856 -0.15
C 1.744 -4.040 1.848 0.00
C 2.510 -2.949 2.153 -0.02
C 2.303 -1.778 1.407 -0.12
N 1.379 -1.642 0.482 0.06
C 0.574 -2.690 0.237 -0.18
C -0.497 -2.521 -0.740 -0.16
N -0.649 -1.287 -1.261 0.14
C -1.512 -1.120 -2.233 -0.11
C -2.313 -2.159 -2.725 -0.04
C -2.228 -3.399 -2.151 0.01
C -1.293 -3.621 -1.119 -0.06
H 0.033 -5.979 0.981 0.14
H 1.862 -4.979 2.376 0.13
H 3.260 -2.974 2.930 0.11
H 2.944 -0.918 1.576 0.11
H -1.572 -0.120 -2.653 0.11
H -2.996 -1.980 -3.546 0.11
H -2.859 -4.201 -2.492 0.10
N 3.946 -0.055 -4.225 0.16
C 3.858 -1.433 -4.207 -0.20
C 4.521 -2.428 -4.917 -0.03
C 4.158 -3.733 -4.638 -0.10
C 3.168 -4.031 -3.687 -0.09
C 2.518 -3.031 -2.989 0.00
C 2.872 -1.709 -3.255 -0.21
N 2.376 -0.531 -2.708 0.20
C 3.035 0.414 -3.308 -0.27
C 2.851 1.856 -3.090 -0.31
C 3.511 2.846 -3.751 -0.37
S 2.954 4.367 -3.226 1.04
C 1.870 3.578 -2.156 -0.44
N 1.918 2.285 -2.177 0.06
H 4.567 0.497 -4.787 0.15
H 5.283 -2.200 -5.652 0.10
H 4.647 -4.542 -5.166 0.10
H 2.913 -5.067 -3.500 0.10
H 1.754 -3.256 -2.257 0.10
H 4.275 2.765 -4.508 0.07
H 1.219 4.145 -1.505 0.05
N -4.918 0.301 -2.155 0.03
C -3.994 1.311 -1.645 -0.17
C -3.241 1.995 -2.767 -0.55
O -3.763 1.771 -3.983 0.09
O -2.275 2.689 -2.590 0.10
H -5.707 0.206 -1.530 0.09
H -4.463 -0.606 -2.153 0.06
H -4.519 1.165 -3.817 0.09
H -3.275 0.931 -0.923 0.10
H -4.557 2.101 -1.146 0.14
```

The calculation puts the energy relative to the best compared isomer or geometry (same formula, charge and spin) at 0.0 kJ/mol. The charge is -1. Its largest force on an atom is 0.44 eV/A. The highest occupied orbital energy is -3.753 eV. The value obtained for the HOMO-LUMO gap is 4.83 eV.



Entry 2:
This record from OMol25 describes a molecular structure, C41H32BrCl6LaN7O3S2 in a non-equilibrium geometry. The level of theory is the ωB97M-V functional and the def2-TZVPD basis.

```
93
Properties=species:S:1:pos:R:3:lowdin_charge:R:1
La -0.148 1.080 0.355 1.68
Cl 4.482 0.953 6.168 0.69
C 3.712 0.968 4.609 -0.67
C 2.342 1.071 4.528 -0.13
C 1.771 1.074 3.271 -0.50
Cl -0.006 1.203 3.147 0.67
C 2.486 0.982 2.079 -0.45
O 1.870 0.998 0.887 -0.41
C 3.869 0.873 2.224 -0.59
Cl 4.829 0.715 0.798 0.74
C 4.481 0.870 3.463 -0.12
H 1.731 1.145 5.423 0.12
H 5.561 0.786 3.532 0.12
Br -6.341 5.981 -0.387 0.77
C -4.818 6.388 -1.412 -0.70
C -4.349 5.461 -2.329 -0.12
C -3.198 5.743 -3.053 -0.03
C -2.532 6.952 -2.870 -0.27
C -3.057 7.893 -2.008 -0.03
C -4.193 7.609 -1.252 -0.11
N -1.351 7.386 -3.637 0.09
N -0.463 6.559 -3.962 0.09
C -0.417 5.240 -3.320 -0.24
C -0.262 4.164 -4.126 -0.02
C -0.211 2.847 -3.606 -0.01
C -0.269 2.603 -2.270 -0.36
O -0.280 1.364 -1.748 -0.37
C -0.303 3.745 -1.392 -0.14
N -0.208 3.516 -0.032 -0.04
C -0.135 4.533 0.789 -0.11
C -0.149 5.865 0.354 -0.02
C -0.263 6.116 -0.977 0.03
C -0.362 5.049 -1.911 -0.09
H -4.881 4.527 -2.473 0.10
H -2.843 5.037 -3.792 0.11
H -2.558 8.856 -1.924 0.12
H -4.597 8.342 -0.563 0.11
H -0.223 4.332 -5.200 0.13
H -0.092 1.999 -4.275 0.12
H -0.035 4.310 1.844 0.12
H -0.051 6.668 1.072 0.12
H -0.245 7.139 -1.329 0.12
Cl -0.838 -8.280 4.678 0.70
C -0.096 -7.493 3.325 -0.66
C 0.895 -6.551 3.533 -0.08
C 1.483 -5.940 2.437 0.00
C 1.094 -6.231 1.133 -0.19
C 1.782 -5.547 -0.037 -0.26
C 0.853 -4.619 -0.847 -0.05
N 0.207 -3.496 -0.124 -0.03
C -0.668 -3.562 0.956 -0.02
C -0.916 -2.277 1.309 -0.13
N -0.233 -1.425 0.455 -0.09
C 0.420 -2.197 -0.383 -0.17
O 3.041 -5.031 0.392 -0.09
C 3.195 -3.689 0.871 -0.18
C 4.515 -3.580 1.551 -0.32
C 5.708 -3.593 0.902 -0.97
Cl 5.939 -3.689 -0.799 0.68
S 7.035 -3.466 1.962 1.02
C 6.011 -3.381 3.325 -0.41
C 4.700 -3.453 2.967 -0.14
C 0.114 -7.205 0.969 -0.58
Cl -0.392 -7.715 -0.624 0.74
C -0.489 -7.835 2.046 -0.13
H 1.211 -6.308 4.543 0.12
H 2.288 -5.233 2.599 0.11
H 2.041 -6.316 -0.755 0.15
H 0.070 -5.230 -1.271 0.09
H 1.428 -4.189 -1.662 0.14
H -1.021 -4.499 1.366 0.13
H -1.532 -1.908 2.114 0.11
H 1.066 -1.852 -1.182 0.15
H 2.409 -3.425 1.584 0.12
H 3.160 -2.990 0.040 0.11
H 6.434 -3.290 4.322 0.08
H 3.878 -3.410 3.683 0.12
H -1.245 -8.595 1.884 0.11
C -3.585 -1.756 -0.968 -0.03
N -3.407 -0.522 -1.718 -0.13
C -3.661 -0.481 -3.168 -0.08
C -3.406 0.992 -3.524 -0.09
N -3.326 1.605 -2.191 0.05
C -3.216 0.701 -1.215 -0.79
S -2.986 1.083 0.439 0.57
H -2.924 -2.531 -1.358 0.09
H -4.618 -2.100 -1.048 0.10
H -3.352 -1.577 0.072 0.04
H -4.683 -0.793 -3.377 0.13
H -2.984 -1.154 -3.687 0.13
H -4.212 1.424 -4.105 0.12
H -2.472 1.121 -4.064 0.11
H -3.009 2.548 -2.043 0.12
```

The calculation puts the energy relative to the best compared isomer or geometry (same formula, charge and spin) at 78.8 kJ/mol. The charge is +1. Its largest force on an atom is 4.35 eV/A. The highest occupied orbital energy is -10.371 eV. The value obtained for the HOMO-LUMO gap is 7.62 eV.



Entry 3:
This record from OMol25 describes a molecular structure, C41H32Cl5N8O4Ti in a non-equilibrium geometry. The level of theory is the ωB97M-V functional and the def2-TZVPD basis.

```
91
Properties=species:S:1:pos:R:3:lowdin_charge:R:1
Ti 0.567 0.088 0.298 1.11
C -2.549 2.006 2.037 -0.05
O -1.227 1.458 2.046 -0.13
C -0.461 1.812 3.123 -0.23
C -0.833 2.763 4.060 -0.01
C 0.033 3.082 5.096 -0.05
C 1.256 2.437 5.221 -0.06
C 1.608 1.460 4.307 -0.01
C 0.758 1.157 3.254 -0.16
N 1.062 0.160 2.272 -0.02
N 1.932 -0.685 2.618 0.15
C 2.090 -1.837 1.894 -0.14
C 1.007 -2.360 1.143 -0.32
O -0.041 -1.622 0.900 -0.15
C 1.030 -3.729 0.755 0.01
C 2.108 -4.499 1.021 0.01
C 3.238 -4.007 1.750 -0.17
C 4.327 -4.843 2.062 -0.03
C 5.360 -4.380 2.835 -0.07
C 5.339 -3.057 3.308 -0.06
C 4.298 -2.216 2.995 -0.02
C 3.223 -2.681 2.218 -0.10
H -3.089 1.701 2.932 0.11
H -3.053 1.619 1.163 0.08
H -2.514 3.090 1.975 0.08
H -1.781 3.275 3.987 0.11
H -0.254 3.846 5.808 0.12
H 1.934 2.696 6.027 0.12
H 2.548 0.929 4.387 0.12
H 0.162 -4.115 0.230 0.13
H 2.121 -5.534 0.694 0.12
H 4.332 -5.863 1.692 0.12
H 6.188 -5.032 3.086 0.11
H 6.152 -2.696 3.928 0.11
H 4.294 -1.188 3.341 0.09
Cl -0.038 4.374 0.731 0.79
C 1.462 3.949 1.493 -0.58
C 2.152 2.788 1.097 -0.22
C 3.379 2.557 1.737 -0.57
Cl 4.407 1.206 1.353 0.76
C 3.851 3.407 2.746 -0.71
Cl 5.335 3.072 3.547 0.70
C 3.128 4.526 3.124 -0.72
Cl 3.704 5.560 4.363 0.72
C 1.929 4.804 2.484 -0.70
Cl 1.025 6.191 2.934 0.71
C 3.482 -3.559 -3.178 -0.01
N 2.305 -2.878 -2.665 -0.08
C 0.944 -3.151 -3.070 -0.02
C 0.176 -2.089 -2.296 -0.44
O -1.024 -1.987 -2.329 0.10
N 1.083 -1.303 -1.576 0.12
C 2.310 -1.821 -1.847 -0.38
N 3.449 -1.361 -1.337 0.25
H 3.170 -4.497 -3.627 0.10
H 4.177 -3.797 -2.369 0.09
H 3.999 -2.968 -3.936 0.10
H 0.617 -4.150 -2.779 0.14
H 0.789 -3.028 -4.142 0.14
H 3.422 -0.490 -0.829 0.07
H 4.330 -1.748 -1.623 0.11
C 1.502 2.751 -1.335 -0.08
C 1.555 1.959 -0.018 -0.45
O 2.124 0.708 -0.219 -0.33
H 1.732 2.067 -2.153 0.09
H 2.259 3.538 -1.350 0.09
H 0.545 3.226 -1.523 0.03
N -5.091 1.039 -4.072 0.17
C -6.379 0.738 -4.465 -0.19
C -7.150 1.139 -5.557 -0.02
C -8.425 0.621 -5.628 -0.08
C -8.920 -0.263 -4.647 -0.08
C -8.153 -0.648 -3.571 -0.01
C -6.855 -0.135 -3.481 -0.22
N -5.882 -0.351 -2.522 0.19
C -4.860 0.356 -2.904 -0.28
C -3.599 0.401 -2.162 -0.10
C -2.467 1.071 -2.616 0.03
C -1.324 1.055 -1.855 -0.08
N -1.249 0.439 -0.664 -0.03
C -2.337 -0.238 -0.246 -0.12
C -3.509 -0.272 -0.950 0.02
H -4.462 1.659 -4.546 0.15
H -6.771 1.823 -6.308 0.11
H -9.064 0.896 -6.459 0.11
H -9.930 -0.642 -4.746 0.10
H -8.532 -1.324 -2.812 0.12
H -2.446 1.590 -3.566 0.12
H -0.433 1.549 -2.204 0.10
H -2.244 -0.764 0.690 0.12
H -4.361 -0.828 -0.580 0.13
```

The charge is +1. Its largest force on an atom is 1.41 eV/A. The highest occupied orbital energy is -10.186 eV. The value obtained for the HOMO-LUMO gap is 6.74 eV.



Entry 4:
This record from OMol25 describes a molecular structure, C41H32ClN6O4PSTi in a non-equilibrium geometry. The level of theory is the ωB97M-V functional and the def2-TZVPD basis.

```
87
Properties=species:S:1:pos:R:3:lowdin_charge:R:1
Ti -0.068 -0.688 -0.940 0.92
C -3.837 -3.130 -0.631 0.03
C -2.543 -2.443 -0.330 -0.23
N -2.307 -1.239 -0.670 0.00
N -3.306 -0.572 -1.321 0.03
C -3.106 0.705 -1.704 -0.76
N -4.132 1.298 -2.295 0.15
S -1.654 1.505 -1.414 0.83
C -1.432 -3.130 0.363 -0.20
C -1.628 -4.343 0.973 0.03
C -0.552 -4.989 1.569 0.01
C 0.682 -4.383 1.531 0.01
C 0.798 -3.140 0.932 -0.06
N -0.229 -2.505 0.364 0.04
H -4.116 -2.973 -1.677 0.11
H -4.640 -2.747 0.011 0.12
H -3.774 -4.201 -0.492 0.09
H -4.179 -1.032 -1.488 0.14
H -5.003 0.834 -2.488 0.13
H -4.037 2.257 -2.584 0.12
H -2.611 -4.795 1.002 0.12
H -0.687 -5.954 2.044 0.13
H 1.559 -4.849 1.958 0.13
H 1.747 -2.639 0.919 0.11
O 0.943 -1.948 -6.572 0.17
C 1.518 -0.792 -6.273 -0.48
O 2.247 -0.221 -7.029 0.13
C 1.217 -0.192 -4.925 -0.01
C 1.616 1.074 -4.522 -0.56
Cl 2.494 2.237 -5.349 0.92
N 1.228 1.278 -3.247 -0.03
N 0.584 0.192 -2.784 -0.02
C 0.576 -0.684 -3.793 -0.13
C -0.056 -1.990 -3.469 -0.47
O -0.339 -2.817 -4.285 0.17
O -0.292 -2.108 -2.162 -0.13
C 1.369 2.508 -2.490 -0.25
C 0.760 3.655 -2.967 -0.05
C 0.925 4.839 -2.268 -0.04
C 1.688 4.864 -1.104 -0.06
C 2.279 3.700 -0.633 -0.06
C 2.124 2.510 -1.331 -0.01
H 0.403 -2.300 -5.844 0.07
H 0.162 3.622 -3.873 0.13
H 0.458 5.746 -2.635 0.12
H 1.834 5.799 -0.572 0.12
H 2.874 3.715 0.274 0.12
H 2.620 1.611 -1.004 0.10
C -1.053 4.755 2.883 -0.05
C -0.687 4.551 1.561 -0.06
C -0.461 3.263 1.096 -0.13
C -0.595 2.171 1.952 -0.34
C -0.975 2.378 3.279 -0.08
C -1.199 3.668 3.740 -0.05
P -0.186 0.489 1.405 1.08
C -1.242 -0.511 2.519 -0.38
C -0.734 -1.419 3.444 -0.08
C -1.597 -2.173 4.234 -0.06
C -2.971 -2.024 4.105 -0.06
C -3.487 -1.106 3.193 -0.06
C -2.625 -0.352 2.405 -0.11
C 1.530 0.223 1.913 -0.31
C 2.022 0.597 3.136 -0.05
C 3.385 0.426 3.448 -0.03
C 4.232 -0.097 2.516 0.00
C 3.758 -0.480 1.237 -0.15
C 4.638 -1.018 0.263 0.01
C 4.179 -1.382 -0.967 -0.04
C 2.814 -1.225 -1.283 -0.08
C 1.909 -0.701 -0.381 -0.25
C 2.388 -0.318 0.922 -0.23
H -1.229 5.761 3.250 0.12
H -0.577 5.395 0.889 0.11
H -0.169 3.119 0.068 0.03
H -1.119 1.539 3.952 0.11
H -1.496 3.824 4.771 0.12
H 0.339 -1.534 3.557 0.11
H -1.192 -2.866 4.967 0.12
H -3.642 -2.604 4.731 0.12
H -4.560 -0.963 3.114 0.11
H -3.027 0.393 1.723 0.11
H 1.365 1.037 3.879 0.11
H 3.757 0.724 4.423 0.12
H 5.287 -0.219 2.738 0.13
H 5.687 -1.137 0.515 0.13
H 4.855 -1.786 -1.709 0.12
H 2.502 -1.545 -2.265 0.10
```

The calculation puts the energy relative to the best compared isomer or geometry (same formula, charge and spin) at 46.5 kJ/mol. The charge is +2. Its largest force on an atom is 1.41 eV/A. The highest occupied orbital energy is -13.511 eV. The value obtained for the HOMO-LUMO gap is 6.82 eV.



Entry 5:
This record from OMol25 describes a molecular structure, C41H32F5N4OPPd in a non-equilibrium geometry. The level of theory is the ωB97M-V functional and the def2-TZVPD basis.

```
85
Properties=species:S:1:pos:R:3:lowdin_charge:R:1
Pd 0.254 0.171 0.028 0.77
C -3.864 -5.733 -0.784 -0.13
C -3.057 -5.148 -1.752 -0.10
C -2.510 -3.890 -1.546 -0.07
C -2.759 -3.184 -0.368 -0.37
C -3.576 -3.783 0.592 -0.13
C -4.129 -5.040 0.389 -0.12
P -1.906 -1.574 0.061 1.07
C -0.493 -1.662 -1.086 -0.44
C 0.400 -2.722 -0.812 -0.17
C 1.120 -3.339 -1.800 -0.13
C 0.962 -2.923 -3.161 -0.13
C 0.164 -1.892 -3.497 -0.05
C -0.529 -1.028 -2.471 -0.38
C -3.053 -0.424 -0.797 -0.32
C -4.276 -0.814 -1.297 -0.10
C -5.151 0.125 -1.875 -0.11
C -4.807 1.446 -1.946 -0.07
C -3.566 1.895 -1.436 -0.19
C -3.186 3.253 -1.502 -0.07
C -2.002 3.655 -0.948 -0.10
C -1.152 2.726 -0.318 -0.15
C -1.433 1.367 -0.275 -0.23
C -2.677 0.953 -0.838 -0.21
H -4.271 -6.726 -0.937 0.08
H -2.845 -5.678 -2.674 0.09
H -1.875 -3.451 -2.308 0.10
H -3.774 -3.244 1.514 0.09
H -4.760 -5.488 1.149 0.09
H 0.453 -3.076 0.214 0.09
H 1.792 -4.154 -1.563 0.08
H 1.500 -3.462 -3.937 0.08
H 0.069 -1.582 -4.533 0.09
H -1.576 -0.900 -2.760 0.08
H -4.569 -1.855 -1.258 0.09
H -6.102 -0.213 -2.275 0.09
H -5.476 2.168 -2.405 0.10
H -3.832 3.961 -2.011 0.09
H -1.707 4.699 -0.997 0.09
H -0.236 3.104 0.130 0.08
C 2.566 -1.872 4.829 -0.03
N 1.542 -0.974 4.333 -0.05
C 1.230 0.144 5.023 -0.07
C 0.282 0.990 4.566 -0.02
C -0.347 0.668 3.335 -0.40
N 0.002 -0.383 2.610 0.15
C 0.918 -1.270 3.082 -0.50
O 1.234 -2.306 2.524 0.04
N -1.370 1.420 2.860 0.16
H 2.209 -2.445 5.690 0.09
H 3.458 -1.313 5.117 0.09
H 2.810 -2.557 4.023 0.08
H 1.767 0.298 5.949 0.12
H 0.012 1.879 5.117 0.10
H -1.326 2.398 3.100 0.10
H -1.512 1.249 1.855 0.05
F 1.922 1.824 1.599 0.00
C 2.745 0.736 1.406 -0.28
C 2.441 -0.220 0.434 -0.02
C 3.472 -1.130 0.274 -0.25
F 3.423 -2.075 -0.690 0.06
C 4.623 -1.163 1.046 -0.16
F 5.592 -2.082 0.831 0.07
C 4.806 -0.243 2.056 -0.17
F 5.909 -0.284 2.836 0.07
C 3.856 0.741 2.229 -0.18
F 4.037 1.675 3.196 0.06
C 2.024 2.331 -2.156 -0.08
C 0.815 2.441 -3.032 -0.23
C 0.625 3.596 -3.761 -0.11
C -0.434 3.730 -4.654 -0.16
C -1.284 2.647 -4.805 -0.12
C -1.157 1.466 -4.084 -0.19
C -2.198 0.403 -4.376 -0.06
C -0.093 1.315 -3.126 -0.23
N 0.181 0.247 -2.354 0.04
H 2.611 3.254 -2.182 0.06
H 2.650 1.490 -2.469 0.08
H 1.733 2.114 -1.129 0.03
H 1.337 4.409 -3.647 0.09
H -0.583 4.641 -5.224 0.07
H -2.099 2.724 -5.521 0.09
H -2.832 0.740 -5.200 0.07
H -2.850 0.219 -3.520 0.05
H -1.753 -0.550 -4.671 0.06
```

As for the expectation value of S²: 2.048. The charge is -2. Its largest force on an atom is 1.30 eV/A. The highest occupied orbital energy (spin up / spin down) is -0.102 / -0.541 eV. The spin multiplicity is 3. The value obtained for the HOMO-LUMO gap (spin up / spin down) is 4.41 / 4.84 eV.



- largest force on an atom of number 4 (C41H32ClN6O4PSTi)?
  1.41 eV/A